Arrangement w

A structure of composition C4H8O4, computed with the ωB97M-V functional and the def2-TZVPD basis.

Cartesian coordinates (Å):
C (0.41, 0.70, 0.36)
C (-1.86, -0.25, -1.25)
C (2.65, 0.13, 0.14)
C (-1.49, 0.24, 0.12)
O (0.51, 1.73, 0.94)
O (-1.99, 1.48, 0.46)
O (-1.66, -0.70, 1.13)
O (1.24, -0.18, -0.09)
H (-1.84, 0.44, -2.15)
H (-1.23, -1.10, -1.51)
H (-2.93, -0.56, -1.18)
H (2.90, 1.10, -0.16)
H (3.19, -0.61, -0.51)
H (2.91, -0.01, 1.17)
H (-1.26, 2.03, 0.82)
H (-2.60, -0.85, 1.37)

Values from the calculation:
Charge: 0
E_HOMO (eV): -9.30

Arrangement x

A structure of composition C4H8O4, computed with the ωB97M-V functional and the def2-TZVPD basis.

Cartesian coordinates (Å):
C (-0.32, 0.36, -0.22)
C (-1.14, -0.62, 0.68)
C (-0.10, 1.72, 0.41)
C (0.90, -0.56, -0.12)
O (-0.84, 0.50, -1.52)
O (2.13, -0.02, -0.04)
O (-1.55, -1.69, 0.16)
O (0.83, -1.70, -0.82)
H (-1.10, -0.38, -1.83)
H (2.77, -0.62, -0.44)
H (-0.11, -2.06, -0.64)
H (-1.65, -0.18, 1.55)
H (0.34, -0.90, 1.15)
H (0.64, 2.27, -0.16)
H (0.25, 1.62, 1.43)
H (-1.05, 2.26, 0.40)

Values from the calculation:
Charge: 0
E_HOMO (eV): -9.54

Last place for stability: arrangement x